Entry 1:
# C23H23PPrSb

A molecular structure, C23H23PPrSb at a distorted geometry (ωB97M-V with the def2-TZVPD basis set, OMol25).

Cartesian coordinates (Å):
C  -0.4176  -1.4109  -4.3666
C  -0.8961  -0.4869  -5.2501
C  -0.8893  0.9381  -5.0586
C  -0.0832  1.5909  -4.0708
C  0.4671  0.9891  -2.9712
Pr  -1.5270  -0.0876  -2.8315
P  -0.3333  -2.6300  -1.7978
H  -0.2656  -2.4555  -4.6513
H  -1.4017  -0.8245  -6.1695
H  -1.4072  1.5581  -5.7964
H  1.1514  1.5620  -2.3425
H  0.0112  2.6773  -4.2136
H  0.9720  -2.7340  -1.2326
H  -0.1967  -3.7544  -2.6629
H  -1.0432  -3.3353  -0.7818
C  -0.6131  4.7464  2.6179
C  0.4554  4.5930  1.7233
C  0.7265  3.3401  1.1525
C  -0.0809  2.2429  1.4728
C  -1.1208  2.3761  2.3972
C  -1.3914  3.6329  2.9632
Sb  0.1474  0.4676  0.2312
C  2.0434  -0.4093  0.8621
C  2.9378  -0.7855  -0.1472
C  4.1442  -1.4144  0.1898
C  4.4644  -1.6521  1.5336
C  3.5736  -1.2557  2.5399
C  2.3628  -0.6259  2.2050
C  -1.4012  -0.7916  1.0911
C  -1.0602  -1.9084  1.8567
C  -2.0571  -2.8218  2.2254
C  -3.3793  -2.6147  1.8050
C  -3.7138  -1.4885  1.0406
C  -2.7245  -0.5556  0.7016
H  -0.8344  5.7262  3.0459
H  1.0758  5.4510  1.4599
H  1.5451  3.2361  0.4365
H  -1.7428  1.5176  2.6589
H  -2.2172  3.7403  3.6677
H  2.6947  -0.6158  -1.1991
H  4.8354  -1.7179  -0.5988
H  5.4066  -2.1386  1.7943
H  3.8178  -1.4341  3.5895
H  1.6822  -0.3177  3.0022
H  -0.0223  -2.0961  2.1409
H  -1.7938  -3.6976  2.8257
H  -4.1507  -3.3364  2.0757
H  -4.7432  -1.3267  0.7063
H  -3.0071  0.3375  0.1297

Charge   0
E_HOMO (spin up / spin down)   -0.231 / -0.230 hartree
Lowest unoccupied orbital energy (spin up / spin down)   -0.3 / -0.3 eV
Spin multiplicity   3
⟨S²⟩   2.010

=====

Entry 2:
# C23H24BFeN7O2S

A molecular structure, C23H24BFeN7O2S (ωB97M-V with the def2-TZVPD basis set, OMol25).

Cartesian coordinates (Å):
Fe  0.5973  -0.0777  -1.3116
C  -2.9636  -2.5570  -2.1163
C  -2.3756  -1.3322  -1.7920
N  -1.0499  -1.4195  -1.8592
N  -0.7633  -2.6855  -2.2119
C  -1.8933  -3.3893  -2.3770
B  0.6965  -3.1435  -2.3210
N  1.3348  -3.0065  -0.9178
C  1.8696  -3.9565  -0.1397
C  2.2897  -3.3718  1.0409
C  1.9697  -2.0242  0.8887
N  1.3870  -1.8152  -0.2926
N  1.4387  -2.1930  -3.2850
C  2.1335  -2.4984  -4.3884
C  2.6297  -1.3313  -4.9374
C  2.1793  -0.3289  -4.0816
N  1.4582  -0.8559  -3.0911
H  -4.0112  -2.7973  -2.1630
H  -2.8444  -0.3994  -1.5219
H  -1.8631  -4.4282  -2.6610
H  0.7662  -4.2777  -2.6983
H  1.9212  -4.9795  -0.4739
H  2.7654  -3.8495  1.8791
H  2.1396  -1.2008  1.5650
H  2.2329  -3.5217  -4.7102
H  3.2232  -1.2222  -5.8275
H  2.3337  0.7374  -4.1330
C  4.8544  1.4217  -0.4183
O  3.7106  0.6838  0.1329
C  2.5587  0.8195  -0.4308
O  2.2341  1.4972  -1.3795
H  5.6535  0.6977  -0.5313
H  5.1258  2.1853  0.3033
H  4.5850  1.8631  -1.3724
N  -0.5859  0.7407  0.1575
S  -1.4766  2.0025  0.5475
C  -2.8624  1.3728  1.4621
C  -4.0598  1.2533  0.7693
C  -5.1529  0.6862  1.4085
C  -5.0369  0.2508  2.7215
C  -3.8315  0.3773  3.4027
C  -2.7327  0.9426  2.7759
C  -0.6356  2.9146  1.8375
C  0.6870  2.6250  2.1182
C  1.3629  3.4059  3.0480
C  0.7160  4.4638  3.6680
C  -0.6150  4.7423  3.3739
C  -1.2998  3.9687  2.4521
H  -0.4964  0.0865  0.9364
H  -4.1374  1.6010  -0.2543
H  -6.0950  0.5965  0.8843
H  -5.8929  -0.1812  3.2226
H  -3.7479  0.0477  4.4297
H  -1.7942  1.0509  3.3059
H  1.1750  1.7981  1.6165
H  2.3963  3.1885  3.2838
H  1.2482  5.0784  4.3817
H  -1.1182  5.5658  3.8628
H  -2.3382  4.1785  2.2218

Charge   +1
E_HOMO (spin up / spin down)   -0.425 / -0.425 hartree
Energy above the lowest of the compared OMol25 structures with the same formula, charge and spin   44.5 kcal per mole
Lowest unoccupied orbital energy (spin up / spin down)   -2.1 / -3.7 eV
Spin multiplicity   6
⟨S²⟩   8.765

=====

Entry 3:
# C23H24Br2ClN2O5SbSc

A molecular structure, C23H24Br2ClN2O5SbSc (ωB97M-V with the def2-TZVPD basis set, OMol25).

Cartesian coordinates (Å):
Sc  0.6782  0.2674  -1.5408
Br  0.8118  1.4891  -6.4809
C  0.6659  -0.2443  -5.7508
C  0.6874  -1.3446  -6.6225
C  0.5785  -2.6199  -6.1483
Br  0.6006  -4.0693  -7.3770
C  0.4509  -2.8635  -4.7585
C  0.3415  -4.1390  -4.1616
C  0.2321  -4.2480  -2.8065
C  0.2432  -3.0739  -2.0269
N  0.3490  -1.8818  -2.5515
C  0.4407  -1.7479  -3.9007
C  0.5295  -0.3907  -4.3813
O  0.4641  0.5847  -3.5419
H  0.7868  -1.1682  -7.6834
H  0.3466  -5.0201  -4.7920
H  0.1473  -5.2096  -2.3261
H  0.1730  -3.1301  -0.9462
O  -0.7055  3.2253  2.9036
C  -0.9992  4.2583  2.2510
O  -1.4311  5.3387  2.6175
C  -0.8216  3.9529  0.7820
C  0.3717  4.2358  0.1192
C  0.7060  3.4929  -0.9947
N  -0.0457  2.4694  -1.4181
C  -1.2687  2.3407  -0.8946
C  -1.7333  3.1238  0.1417
C  -2.0266  1.0598  -1.2114
O  -3.2102  1.0600  -1.4543
O  -1.2601  0.0127  -1.0667
H  1.0781  4.9405  0.5312
H  1.6633  3.6188  -1.4897
H  -2.7147  2.9408  0.5399
C  2.3239  0.6856  4.2087
C  0.8091  0.8116  4.2427
Sb  0.0002  0.3849  2.3320
C  -2.1023  0.5392  2.3942
C  -2.6554  -0.2042  3.6021
C  0.1391  -1.7603  2.2900
C  0.3119  -2.4681  3.6253
H  2.7482  0.8821  5.1932
H  2.7587  1.3982  3.5105
H  2.6542  -0.3081  3.9015
H  0.4884  1.8225  4.4733
H  0.3623  0.1255  4.9555
H  -2.4642  0.1193  1.4581
H  -2.3369  1.5906  2.4439
H  -2.3841  -1.2591  3.5948
H  -3.7451  -0.1518  3.6054
H  -2.3049  0.2342  4.5351
H  0.9792  -1.9813  1.6301
H  -0.7595  -2.1079  1.7801
H  1.2350  -2.1740  4.1182
H  0.3446  -3.5509  3.4967
H  -0.5024  -2.2481  4.3152
Cl  2.9894  -0.3395  -1.8609
C  1.2683  0.7630  0.7235
H  1.5996  1.8076  0.8223
H  2.1129  0.1283  1.0484

Charge   -1
E_HOMO   -0.203 hartree
Energy above the lowest of the compared OMol25 structures with the same formula, charge and spin   0.0 kcal per mole
Lowest unoccupied orbital energy   2.1 eV

=====

Entry 4:
# C23H24Br2N3O3Pd

A molecular structure, C23H24Br2N3O3Pd (ωB97M-V with the def2-TZVPD basis set, OMol25).

Cartesian coordinates (Å):
Pd  1.1617  -2.6918  0.6882
Br  1.1981  -2.9106  -2.5520
C  1.8207  -3.7011  -0.9481
Br  1.3760  -4.6891  1.9368
H  2.8902  -3.5339  -0.8400
H  1.5224  -4.7368  -0.8800
C  0.4898  3.8486  -3.0869
O  0.4131  3.0147  -1.9355
C  -0.5862  3.2556  -1.0534
C  -1.5607  4.2351  -1.1937
C  -2.5324  4.3874  -0.2113
C  -2.5360  3.5875  0.9199
C  -1.5508  2.6220  1.0711
C  -0.5972  2.4410  0.0839
N  0.4182  1.4508  0.2105
C  0.1983  0.1238  0.2315
N  -1.0701  -0.3080  0.2162
C  -1.5132  -1.6288  0.0938
C  -0.7583  -2.7798  0.2092
C  -1.3024  -4.0402  -0.0267
C  -2.6413  -4.1408  -0.3409
C  -3.4437  -3.0052  -0.4225
C  -2.8872  -1.7635  -0.2059
O  -3.5516  -0.5817  -0.2758
C  -4.9393  -0.6157  -0.5972
N  1.1917  -0.7324  0.2692
C  2.5393  -0.2965  0.4001
C  3.4245  -0.4272  -0.6686
C  4.7453  -0.0334  -0.5283
C  5.1846  0.4986  0.6761
C  4.3129  0.6273  1.7487
C  2.9951  0.2188  1.6229
O  2.1364  0.3906  2.6752
C  1.7659  -0.7922  3.3780
H  1.3542  3.5066  -3.6471
H  0.6277  4.8935  -2.8037
H  -0.4063  3.7473  -3.7018
H  -1.5716  4.8778  -2.0611
H  -3.2871  5.1522  -0.3340
H  -3.2819  3.7257  1.6894
H  -1.5045  2.0079  1.9624
H  1.3699  1.7361  0.0297
H  -1.7928  0.3914  0.0985
H  -0.7033  -4.9317  0.0631
H  -3.0744  -5.1165  -0.5118
H  -4.4921  -3.1016  -0.6602
H  -5.0977  -1.0596  -1.5813
H  -5.2694  0.4180  -0.6053
H  -5.4964  -1.1727  0.1576
H  3.0552  -0.8203  -1.6076
H  5.4286  -0.1318  -1.3605
H  6.2135  0.8133  0.7845
H  4.6384  1.0390  2.6943
H  1.4573  -0.4920  4.3760
H  2.6064  -1.4849  3.4559
H  0.9126  -1.2907  2.8984

Charge   +1
E_HOMO   -0.416 hartree
Energy above the lowest of the compared OMol25 structures with the same formula, charge and spin   0.0 kcal per mole
Lowest unoccupied orbital energy   -4.5 eV

=====

Q: charge of number 3 (C23H24Br2ClN2O5SbSc)?
A: -1